(1)
67
Properties=species:S:1:pos:R:3:forces:R:3:mulliken_spin:R:1 method="wB97M-V/def2-TZVPD" charge=-2 multiplicity=2 e_above_lowest_kcal_mol=0.0 homo_energy_ha="-0.106 / -0.105" orbital_gap_ha="0.2632 / 0.2618"
Co -0.3285 -0.1405 0.2364 0.1 0.0 -0.1 1.0207
C 3.0796 0.1074 1.1684 0.0 0.0 0.0 0.0004
C 2.0463 0.7069 2.0769 0.0 0.0 0.0 -0.0143
C 2.3992 1.3328 3.2638 0.0 0.0 0.0 -0.0028
C 1.3804 1.8339 4.0784 0.0 0.0 0.0 -0.0023
C 0.0643 1.7209 3.7099 0.0 0.0 0.0 0.0050
C -0.2616 1.0859 2.4775 0.0 -0.1 0.0 0.0048
N 0.7694 0.5852 1.7171 -0.1 0.0 0.0 -0.0276
N -1.4523 0.8895 1.9361 0.1 0.0 0.0 0.0225
Si -2.9990 1.1514 2.5821 0.0 0.0 0.1 0.0124
C -3.3564 2.9701 2.9762 0.0 0.0 0.0 0.0024
C -3.2773 0.1773 4.1719 0.0 0.0 0.0 0.0015
C -4.2814 0.6111 1.3296 0.0 0.0 0.0 0.0007
H 3.9616 0.7469 1.1181 0.0 0.0 0.0 -0.0001
H 2.6845 -0.0323 0.1663 0.0 0.0 0.0 0.0031
H 3.3954 -0.8672 1.5502 0.0 0.0 0.0 -0.0005
H 3.4415 1.4199 3.5386 0.0 0.0 0.0 0.0002
H 1.6326 2.3208 5.0153 0.0 0.0 0.0 0.0000
H -0.7307 2.1095 4.3324 0.0 0.0 0.0 -0.0018
H -2.7492 3.3451 3.8034 0.0 0.0 0.0 0.0001
H -4.4090 3.1115 3.2410 0.0 0.0 0.0 0.0002
H -3.1412 3.5907 2.1018 0.0 0.0 0.0 -0.0005
H -2.5375 0.4475 4.9301 0.0 0.0 0.0 -0.0005
H -3.1720 -0.8926 3.9767 0.0 0.0 0.0 -0.0001
H -4.2729 0.3521 4.5902 0.0 0.0 0.0 0.0003
H -4.3375 1.3161 0.4970 0.0 0.0 0.0 0.0002
H -5.2742 0.5499 1.7842 0.0 0.0 0.0 -0.0008
H -4.0339 -0.3677 0.9123 0.0 0.0 0.0 0.0000
O -0.5602 -6.3797 3.2197 0.0 0.0 0.0 0.0000
C -1.3092 -5.9800 2.3045 0.0 0.0 0.0 -0.0010
O -2.2566 -6.5526 1.7363 0.0 0.0 0.0 0.0000
C -1.0060 -4.5448 1.7973 0.0 0.0 0.0 -0.0013
C -0.0044 -3.7847 2.3880 0.0 0.0 0.0 0.0044
C 0.2382 -2.4988 1.9442 0.0 0.0 0.0 0.0034
N -0.4554 -1.9509 0.9445 0.0 -0.1 0.1 -0.0146
C -1.4159 -2.6783 0.3538 0.0 0.0 -0.1 0.0025
C -1.7206 -3.9653 0.7550 0.0 0.0 0.0 0.0040
C -2.1348 -1.9489 -0.7650 -0.1 0.1 0.1 0.0035
O -3.0897 -2.4603 -1.3307 0.1 0.0 0.0 -0.0008
O -1.6638 -0.7703 -0.9907 0.0 0.0 0.0 -0.0224
H 0.5649 -4.2207 3.1974 0.0 0.0 0.0 0.0001
H 0.9942 -1.8711 2.3971 0.0 0.0 0.0 -0.0009
H -2.5124 -4.5130 0.2649 0.0 0.0 0.0 0.0000
O -0.0933 1.6679 -0.6092 0.0 0.0 0.0 -0.0015
C -0.8958 2.4379 -1.1090 0.0 0.0 0.0 -0.0041
C -2.2520 2.0481 -1.6013 0.0 0.0 0.0 -0.0024
C -1.9902 1.6003 -3.0591 0.0 0.0 -0.1 0.0004
C -1.2376 2.6004 -3.9596 0.0 0.0 0.0 0.0002
C 0.2662 2.7558 -3.6654 0.0 0.0 0.0 -0.0007
C 0.6170 3.6694 -2.4787 0.0 0.0 0.0 0.0006
N -0.4837 3.7030 -1.4955 0.0 0.0 0.0 0.0009
H -2.9323 2.9054 -1.5776 0.0 0.0 0.0 -0.0003
H -2.6569 1.2140 -1.0373 0.0 0.0 0.0 0.0026
H -2.9582 1.3714 -3.5102 0.0 0.0 0.0 -0.0003
H -1.4298 0.6634 -3.0175 0.0 0.0 0.0 0.0004
H -1.7478 3.5757 -3.9580 0.0 0.0 0.0 0.0000
H -1.3248 2.2225 -4.9809 0.0 0.0 0.0 0.0000
H 0.7757 3.1357 -4.5555 0.0 0.0 0.0 0.0000
H 0.6803 1.7649 -3.4887 0.0 0.0 0.0 0.0002
H 0.7746 4.7019 -2.7979 0.0 0.0 0.0 -0.0001
H 1.5235 3.3172 -1.9904 0.0 0.0 0.0 -0.0002
H -1.2663 4.2063 -1.8881 0.0 0.0 0.0 0.0003
F 3.2295 -1.1515 -2.6752 0.0 0.0 0.0 -0.0005
B 2.1411 -0.2826 -2.5696 0.0 0.0 0.0 0.0053
F 1.3371 -0.6600 -1.4570 0.0 -0.1 0.0 -0.0017
F 1.3556 -0.3217 -3.7344 0.0 0.0 0.0 0.0009
F 2.6045 1.0380 -2.3593 0.0 0.0 0.0 0.0001

(2)
43
Properties=species:S:1:pos:R:3:forces:R:3:mulliken_charge:R:1 method="wB97M-V/def2-TZVPD" charge=0 multiplicity=1 homo_energy_ha=-0.238 orbital_gap_ha=0.1938
C 3.4490 -2.1502 0.3905 0.1 0.1 -0.1 -0.7595
C 3.1651 -1.5721 -0.8470 -0.3 0.3 -0.6 -0.7543
C 2.1639 -0.5783 -0.9752 1.3 -1.4 0.2 0.8359
C 1.4742 -0.2253 0.1625 -1.4 2.0 -0.3 0.6522
C 1.7127 -0.8074 1.3953 1.1 -0.9 0.2 -0.2108
C 2.7501 -1.7588 1.5287 -0.9 0.4 0.1 -0.6980
C 1.8908 0.0740 -2.3335 0.3 0.0 0.2 -1.0963
C 0.5170 -0.1598 -3.0056 -0.5 -0.5 0.2 -0.6672
N -0.6549 -0.2333 -2.0767 0.1 0.3 -0.6 0.6402
Sr -0.1286 1.8379 -0.4021 1.0 -1.3 0.5 0.7605
C 0.8117 -0.4093 2.5480 -0.2 0.5 -0.1 -1.1333
P -0.8856 -0.1337 1.8401 0.3 0.0 0.2 0.9347
H 3.7230 -1.8644 -1.7391 0.0 -0.2 0.2 0.3206
H 2.9725 -2.1830 2.5097 0.0 0.0 -0.3 0.3904
H 4.2303 -2.9029 0.4659 -0.1 0.1 0.0 0.3578
H 1.1100 0.5538 2.9977 0.1 -0.3 -0.1 0.4191
H 0.7286 -1.1802 3.3312 0.2 0.3 -0.1 0.4239
H 2.1018 1.1636 -2.2657 -0.2 -0.3 0.0 0.1753
H 2.6350 -0.3044 -3.0444 0.0 0.2 0.0 0.3623
H 0.3139 0.6560 -3.7119 0.1 -0.2 0.1 0.3646
C -1.7894 0.5169 3.2885 -0.2 0.0 0.2 -1.2300
C -1.4015 -1.8825 1.9587 -0.4 -0.4 -0.1 -1.7641
H 0.5723 -1.0913 -3.6018 -0.1 0.3 0.2 0.2616
C -0.8961 -1.6012 -1.5901 0.0 0.2 0.0 -1.3821
C -1.8751 0.3217 -2.6956 0.2 -0.3 0.1 -1.1051
H -0.3550 2.6347 1.7493 0.0 0.2 -0.3 -0.3520
H -1.1756 -2.2982 -2.4031 0.1 0.3 0.0 0.3438
H 0.0007 -1.9733 -1.0897 -0.2 0.1 -0.1 0.3094
H -1.7152 -1.5653 -0.8665 0.1 -0.1 0.0 0.3216
H -2.2861 -0.3196 -3.5002 0.1 0.2 0.2 0.2806
H -2.6521 0.4340 -1.9240 0.1 -0.1 -0.2 0.3089
H -1.6571 1.3140 -3.1200 -0.1 -0.2 0.1 0.4435
H -1.3515 -2.1865 3.0135 -0.1 -0.1 -0.3 0.4947
H -2.4329 -1.9806 1.5944 0.2 -0.2 0.1 0.4038
H -0.7510 -2.5384 1.3646 -0.1 0.2 0.1 0.3285
H -1.7294 -0.1831 4.1318 -0.1 0.2 -0.1 0.3877
H -1.3812 1.4960 3.5640 -0.1 -0.3 -0.1 0.3104
H -2.8374 0.6437 2.9772 0.2 0.0 0.3 0.3569
H -2.2349 3.2927 0.6789 0.4 -0.4 -0.7 0.3429
O -1.4533 5.2344 1.1193 0.1 -0.9 -3.3 -0.3642
N -1.4410 4.9337 -0.0610 -1.2 0.8 1.3 0.9928
O -1.1928 5.5655 -1.0582 -0.3 -2.1 1.7 -0.4524
O -2.0449 3.4105 -0.2981 0.2 3.3 1.1 -0.5553

Largest force on an atom per entry: 0.203 3.450 eV/A